[1]
# C16H25NO2

C16H25NO2 in the gas phase at a distorted geometry (ωB97M-V with the def2-TZVPD basis set, OMol25).

Computed properties:
Structure (SMILES): CC[C@@]1(c2ccccc2)OCC[C@@H](CCN(C)C)O1
Frontier orbital gap in eV: 9.041
HOMO level in eV: -8.17
Lowest unoccupied orbital energy in eV: 0.87

The geometry in ORCA input format:
```
! wB97M-V def2-TZVPD RIJCOSX def2/J DEFGRID3
* xyz 0 1
C 1.11 -1.78 3.34
C 0.88 -0.29 3.21
C 0.98 0.19 1.76
C 1.01 1.74 1.74
C -0.10 2.55 1.40
C 0.01 3.92 1.40
C 1.21 4.57 1.71
C 2.29 3.80 2.15
C 2.19 2.39 2.11
O 2.22 -0.34 1.29
C 2.43 -0.19 -0.12
C 1.33 -0.91 -0.88
C -0.01 -0.36 -0.37
C -1.19 -1.15 -0.92
C -1.26 -1.11 -2.47
N -2.36 -1.95 -2.95
C -2.17 -2.55 -4.29
C -3.76 -1.56 -2.76
O -0.15 -0.35 1.07
H 2.17 -2.01 3.06
H 0.41 -2.30 2.70
H 0.89 -2.11 4.37
H -0.11 -0.02 3.61
H 1.62 0.25 3.85
H -1.05 2.06 1.13
H -0.87 4.51 1.12
H 1.24 5.66 1.81
H 3.19 4.31 2.44
H 3.09 1.76 2.41
H 2.53 0.85 -0.46
H 3.35 -0.68 -0.36
H 1.39 -2.00 -0.73
H 1.42 -0.69 -1.96
H -0.05 0.70 -0.67
H -2.08 -0.69 -0.53
H -1.17 -2.17 -0.54
H -1.42 -0.06 -2.77
H -0.37 -1.52 -2.90
H -2.49 -1.85 -5.10
H -1.14 -2.80 -4.42
H -2.79 -3.44 -4.41
H -3.93 -1.39 -1.70
H -4.03 -0.64 -3.28
H -4.44 -2.37 -3.08
*
```

[2]
# C16H25NO2

C16H25NO2 in the gas phase (ωB97M-V with the def2-TZVPD basis set, OMol25).

Computed properties:
Structure (SMILES): O[C@@H](CNCC1CCCCC1)COc1ccccc1
Frontier orbital gap in eV: 9.502
HOMO level in eV: -8.67
Lowest unoccupied orbital energy in eV: 0.84

The geometry in ORCA input format:
```
! wB97M-V def2-TZVPD RIJCOSX def2/J DEFGRID3
* xyz 0 1
O -0.98 0.26 2.03
C 0.16 0.88 1.47
C 0.29 0.54 -0.02
N 0.53 -0.88 -0.16
C 0.43 -1.34 -1.53
C 0.74 -2.84 -1.66
C 2.12 -3.16 -1.09
C 2.45 -4.64 -1.26
C 1.39 -5.51 -0.60
C 0.01 -5.19 -1.18
C -0.32 -3.71 -0.99
C 0.10 2.39 1.69
O -1.05 2.87 1.03
C -1.33 4.20 1.06
C -0.56 5.16 1.71
C -0.94 6.49 1.67
C -2.08 6.88 1.00
C -2.85 5.93 0.35
C -2.48 4.60 0.38
H -1.75 0.71 1.67
H 1.01 0.46 2.01
H -0.62 0.88 -0.54
H 1.14 1.08 -0.45
H -0.14 -1.38 0.42
H -0.57 -1.14 -1.97
H 1.16 -0.77 -2.12
H 0.74 -3.07 -2.74
H 2.87 -2.55 -1.59
H 2.13 -2.89 -0.03
H 3.43 -4.85 -0.82
H 2.50 -4.87 -2.33
H 1.62 -6.56 -0.75
H 1.38 -5.31 0.47
H -0.75 -5.81 -0.70
H 0.00 -5.43 -2.25
H -0.35 -3.50 0.08
H -1.30 -3.49 -1.41
H 1.01 2.86 1.28
H 0.04 2.60 2.77
H 0.34 4.88 2.24
H -0.33 7.23 2.18
H -2.37 7.92 0.97
H -3.75 6.22 -0.18
H -3.07 3.84 -0.12
*
```

[3]
# C16H25NO3

A molecular structure, C16H25NO3 at a distorted geometry (ωB97M-V with the def2-TZVPD basis set, OMol25).

Computed properties:
Frontier orbital gap in eV: 9.010
HOMO level in eV: -8.27
Lowest unoccupied orbital energy in eV: 0.74

The geometry in ORCA input format:
```
! wB97M-V def2-TZVPD RIJCOSX def2/J DEFGRID3
* xyz 0 1
C 4.54 -0.98 1.70
H 5.67 -1.28 1.81
H 4.01 -1.75 1.70
H 4.25 -0.26 2.31
C 4.39 -0.61 0.04
N 2.90 -0.34 -0.09
H 2.78 -0.26 -0.98
C 2.21 0.84 0.39
H 2.66 1.83 0.33
H 2.17 0.52 1.57
C 0.79 1.12 -0.10
C -0.19 1.92 0.60
O -1.31 1.79 -0.04
C -2.26 1.07 0.23
C -3.47 1.21 -0.64
C -4.55 0.27 -0.33
C -4.31 -1.03 0.35
C -3.22 -1.15 1.07
C -2.04 -0.07 0.88
H -1.27 -0.34 1.60
H -3.11 -2.01 1.49
C -5.70 -1.60 0.36
H -6.19 -1.46 1.16
H -5.44 -2.71 0.26
C -6.32 -0.94 -1.26
H -5.93 -1.63 -1.93
H -7.39 -1.36 -0.93
C -5.79 0.51 -1.15
H -6.56 0.98 -0.44
H -5.75 0.67 -2.07
H -3.54 2.25 -1.14
H 0.31 2.81 0.60
H -0.15 1.50 1.75
O 0.98 1.33 -1.44
H 0.10 1.67 -1.72
H 0.45 0.12 -0.16
C 5.24 0.86 -0.13
H 6.27 0.62 0.32
H 4.96 1.41 -0.87
H 4.90 1.66 0.96
C 4.96 -1.58 -0.63
O 4.67 -1.04 -1.90
H 5.26 -0.37 -2.23
H 4.20 -2.53 -0.69
H 5.81 -1.71 -0.60
*
```

[4]
# C16H25OZr

A molecular structure, C16H25OZr at a distorted geometry (ωB97M-V with the def2-TZVPD basis set, OMol25).

Computed properties:
Frontier orbital gap in eV: 7.905
HOMO level in eV: -11.50
Lowest unoccupied orbital energy in eV: -3.59

The geometry in ORCA input format:
```
! wB97M-V def2-TZVPD RIJCOSX def2/J DEFGRID3
* xyz 1 1
C 0.01 0.18 -2.33
C 0.56 1.59 -2.56
C 0.75 -0.84 -3.23
C -1.46 0.17 -2.76
H 0.51 -0.57 -4.27
H 0.42 -1.87 -3.07
H 1.84 -0.81 -3.14
H 0.29 1.93 -3.56
H 1.65 1.67 -2.48
H 0.12 2.30 -1.83
H -1.54 0.57 -3.78
H -2.08 0.81 -2.10
H -1.93 -0.83 -2.78
C 2.07 -0.42 1.58
C 2.32 -1.19 0.40
C 2.52 -0.29 -0.69
H 2.49 -2.26 0.36
C 2.42 1.06 -0.17
C 2.12 0.96 1.21
H 2.04 1.81 1.87
H 2.00 -0.82 2.58
H 2.89 -0.63 -1.66
H 2.64 2.01 -0.67
C -1.82 -1.29 1.20
C -0.64 -1.99 1.58
C -0.06 -2.55 0.40
H -0.30 -2.19 2.60
C -0.90 -2.20 -0.72
C -2.01 -1.41 -0.20
H -2.89 -1.05 -0.73
H -2.51 -0.78 1.88
H 0.78 -3.22 0.36
H -0.76 -2.63 -1.71
Zr 0.18 -0.17 -0.01
C -1.78 1.70 3.91
C -1.12 2.03 2.58
O -0.50 0.85 1.94
H -2.38 0.78 3.90
H -2.45 2.54 4.15
H -1.04 1.65 4.73
H -1.85 2.40 1.85
H -0.31 2.75 2.71
H -0.32 0.21 2.66
*
```